Formula: C26H34AgO6
Source: the OMol25 dataset
Level of theory: wB97M-V/def2-TZVPD

The geometry in ORCA input format:
```
! RIJCOSX wB97M-V def2-TZVPD def2/J DEFGRID3
* xyz 2 2
C 4.863 0.096 0.066
C 3.961 1.224 0.775
C 4.971 1.948 1.810
C 2.812 0.606 1.684
C 3.483 2.363 -0.221
C 2.183 2.044 -1.072
C 2.067 0.555 -1.603
C 2.283 2.975 -2.394
C 0.835 2.468 -0.385
C -0.428 2.353 -1.251
C -1.755 2.714 -0.790
C -1.892 3.202 0.619
O -3.119 3.528 1.143
C -3.982 2.360 1.142
C -3.524 1.196 2.117
O -3.984 -0.093 1.675
C -3.033 -0.756 0.839
C -2.623 -2.191 1.404
C -1.544 -2.901 0.530
C -1.827 -3.870 -0.414
C -3.288 -4.371 -0.713
C -3.785 -3.610 -1.995
O -3.001 -3.003 -2.662
O -5.166 -3.665 -2.390
C -0.707 -4.575 -1.255
O -0.952 -5.514 -1.998
C 0.789 -4.141 -1.155
C 1.090 -3.189 -0.209
C -0.014 -2.563 0.703
O 0.343 -1.804 1.588
C -0.649 3.343 1.485
C 0.701 3.000 1.008
H 4.204 -0.823 -0.039
H 5.773 -0.167 0.668
H 5.123 0.387 -0.998
H 4.728 3.047 1.937
H 5.988 1.932 1.306
H 5.009 1.407 2.798
H 3.187 -0.316 2.204
H 1.825 0.473 1.167
H 2.628 1.366 2.510
H 3.275 3.295 0.391
H 4.341 2.590 -0.925
H 1.274 0.561 -2.416
H 3.009 0.163 -2.076
H 1.724 -0.198 -0.844
H 2.079 4.030 -2.039
H 3.330 2.968 -2.792
H 1.493 2.736 -3.153
H -0.323 1.985 -2.303
H -2.614 2.613 -1.504
H -4.148 1.903 0.125
H -4.990 2.717 1.507
H -4.004 1.404 3.122
H -2.415 1.146 2.307
H -3.555 -0.966 -0.153
H -2.120 -0.147 0.584
H -2.154 -2.039 2.426
H -3.513 -2.859 1.548
H -3.981 -4.308 0.169
H -3.194 -5.464 -0.992
H -5.176 -3.527 -3.367
H 1.566 -4.620 -1.805
H 2.171 -2.888 -0.131
H -0.839 3.719 2.531
H 1.599 3.105 1.664
Ag -6.407 -4.954 -1.507
*
```

Results
- frontier orbital gap (spin up / spin down) (eV) = 7.11 / 5.96
- HOMO (spin up / spin down) (Eh) = -0.5375 / -0.5409

Formula: C22H42N3O10S3
Source: the OMol25 dataset
Level of theory: wB97M-V/def2-TZVPD

The geometry in ORCA input format:
```
! RIJCOSX wB97M-V def2-TZVPD def2/J DEFGRID3
* xyz 1 1
C -5.368 -2.929 -0.320
C -4.820 -1.775 -1.200
N -4.171 -2.206 -2.499
C -4.289 -3.650 -2.775
C -3.677 -3.973 -4.201
C -2.837 -1.771 -2.446
S -1.513 -2.652 -2.031
S -2.599 -0.011 -2.855
C -0.992 0.475 -2.124
C -1.012 1.966 -1.608
C 0.484 2.445 -1.532
C 0.957 2.956 -0.139
N 0.107 2.748 1.051
C 0.386 1.374 1.640
C 1.711 0.907 0.889
C 2.301 2.281 0.346
S 3.664 2.190 -0.872
O 2.912 2.852 1.568
C 4.148 2.343 1.703
N 4.994 1.748 2.147
H -5.828 -2.468 0.585
H -4.591 -3.625 0.047
H -6.207 -3.451 -0.826
H -5.575 -1.003 -1.447
H -4.023 -1.276 -0.599
H -3.725 -4.296 -2.067
H -5.343 -3.982 -2.844
H -2.598 -4.208 -4.111
H -4.201 -4.875 -4.577
H -3.779 -3.103 -4.880
H -0.724 -0.154 -1.248
H -0.239 0.373 -2.933
H -1.590 2.625 -2.290
H -1.556 1.966 -0.640
H 1.151 1.603 -1.817
H 0.633 3.209 -2.323
H 1.208 4.040 -0.213
H 0.489 3.375 1.774
H -0.872 3.049 0.972
H 0.593 1.560 2.713
H -0.490 0.713 1.498
H 1.515 0.135 0.123
H 2.254 0.430 1.733
H 3.726 3.371 -1.568
C -1.835 -6.264 -0.491
O -1.643 -7.630 -0.132
C -2.548 -8.464 -0.659
O -3.463 -8.150 -1.376
O -2.258 -9.700 -0.250
C -3.149 -10.705 -0.739
H -1.050 -5.683 -0.011
H -1.753 -6.134 -1.571
H -2.802 -5.905 -0.134
H -3.118 -10.749 -1.828
H -4.165 -10.520 -0.391
H -2.813 -11.659 -0.342
C 5.456 8.097 -4.774
O 4.898 7.051 -3.972
C 5.422 6.960 -2.749
O 6.286 7.657 -2.292
O 4.813 5.946 -2.111
C 5.277 5.730 -0.779
H 4.953 8.071 -5.738
H 5.280 9.069 -4.314
H 6.521 7.934 -4.931
H 5.095 6.607 -0.157
H 6.336 5.472 -0.775
H 4.715 4.893 -0.370
C 0.089 0.998 8.691
O 0.676 0.580 7.455
C 1.244 1.562 6.758
O 1.297 2.721 7.074
O 1.750 1.033 5.631
C 2.393 1.980 4.785
H -0.338 0.116 9.163
H 0.846 1.416 9.353
H -0.708 1.719 8.515
H 3.242 2.438 5.292
H 1.686 2.744 4.453
H 2.761 1.443 3.912
*
```

Results
- frontier orbital gap (eV) = 7.61
- HOMO (Eh) = -0.4037

Formula: C38H25CuF3N7O10S2Sb
Source: the OMol25 dataset
Level of theory: wB97M-V/def2-TZVPD

The geometry in ORCA input format:
```
! RIJCOSX wB97M-V def2-TZVPD def2/J DEFGRID3
* xyz 0 2
Cu -2.103 0.256 0.061
N -2.644 3.346 1.601
C -3.703 2.686 1.089
N -3.648 1.485 0.574
C -4.907 1.020 0.213
C -5.913 1.890 0.425
S -5.301 3.347 1.124
C -4.958 -0.359 -0.273
C -6.020 -1.137 -0.568
S -5.488 -2.753 -0.891
C -3.847 -2.270 -0.594
N -3.734 -0.991 -0.353
N -2.792 -3.116 -0.606
H -1.723 2.982 1.415
H -2.703 4.343 1.716
H -6.964 1.762 0.231
H -7.065 -0.881 -0.586
H -2.988 -4.100 -0.683
H -2.016 -2.887 0.031
F 1.107 -6.880 -3.531
C 0.796 -5.638 -3.113
C 0.993 -5.312 -1.786
C 0.670 -4.031 -1.361
C 0.169 -3.086 -2.255
C -0.026 -3.457 -3.584
C 0.286 -4.737 -4.024
Sb -0.318 -1.100 -1.620
C 1.595 -0.355 -1.086
C 2.305 -0.958 -0.051
C 3.484 -0.401 0.422
C 3.935 0.767 -0.159
F 5.065 1.328 0.308
C 3.262 1.390 -1.193
C 2.083 0.821 -1.651
C -0.521 -0.217 -3.536
C -1.715 0.415 -3.872
C -1.884 0.998 -5.120
C -0.837 0.943 -6.016
F -0.990 1.510 -7.228
C 0.366 0.332 -5.718
C 0.515 -0.250 -4.468
H 1.388 -6.053 -1.104
H 0.797 -3.782 -0.317
H -0.428 -2.749 -4.298
H 0.141 -5.035 -5.053
H 1.928 -1.859 0.419
H 4.036 -0.841 1.242
H 3.652 2.308 -1.612
H 1.532 1.320 -2.439
H -2.518 0.481 -3.149
H -2.801 1.502 -5.394
H 1.160 0.321 -6.452
H 1.454 -0.734 -4.223
O -0.984 3.730 -1.444
C -0.652 2.771 -0.781
O -1.114 1.564 -0.933
C 0.431 2.937 0.277
C 1.220 4.083 0.262
C 2.237 4.186 1.187
C 2.502 3.223 2.148
C 1.696 2.100 2.156
C 0.676 1.950 1.218
N 1.874 1.028 3.052
O 2.789 1.303 4.151
O -0.163 -0.153 3.636
N 3.095 5.390 1.161
O 3.871 5.544 2.081
O 2.968 6.149 0.223
H 1.049 4.854 -0.474
H 3.307 3.351 2.856
H 0.103 1.033 1.212
O -0.489 -2.687 1.208
C -0.754 -1.678 1.886
O -1.731 -0.907 1.693
C 0.176 -1.323 3.039
C 1.176 -2.134 3.393
C 2.125 -1.970 4.472
C 2.417 -0.879 5.180
C 1.922 0.515 5.033
C 0.807 0.760 4.022
N 3.487 -1.011 6.193
O 3.784 0.004 6.794
O 4.007 -2.093 6.368
H 1.243 -3.045 2.815
H 2.698 -2.851 4.736
H 1.808 1.007 5.993
H 0.253 1.665 4.281
*
```

Results
- frontier orbital gap (spin up / spin down) (eV) = 7.55 / 7.06
- HOMO (spin up / spin down) (Eh) = -0.3179 / -0.3235
- ΔE to the lowest compared entry with this formula, charge and spin (eV) = 0.000

Copy entry 1 word for word.
Formula: C26H34AgO6
Source: the OMol25 dataset
Level of theory: wB97M-V/def2-TZVPD

The geometry in ORCA input format:
```
! RIJCOSX wB97M-V def2-TZVPD def2/J DEFGRID3
* xyz 2 2
C 4.863 0.096 0.066
C 3.961 1.224 0.775
C 4.971 1.948 1.810
C 2.812 0.606 1.684
C 3.483 2.363 -0.221
C 2.183 2.044 -1.072
C 2.067 0.555 -1.603
C 2.283 2.975 -2.394
C 0.835 2.468 -0.385
C -0.428 2.353 -1.251
C -1.755 2.714 -0.790
C -1.892 3.202 0.619
O -3.119 3.528 1.143
C -3.982 2.360 1.142
C -3.524 1.196 2.117
O -3.984 -0.093 1.675
C -3.033 -0.756 0.839
C -2.623 -2.191 1.404
C -1.544 -2.901 0.530
C -1.827 -3.870 -0.414
C -3.288 -4.371 -0.713
C -3.785 -3.610 -1.995
O -3.001 -3.003 -2.662
O -5.166 -3.665 -2.390
C -0.707 -4.575 -1.255
O -0.952 -5.514 -1.998
C 0.789 -4.141 -1.155
C 1.090 -3.189 -0.209
C -0.014 -2.563 0.703
O 0.343 -1.804 1.588
C -0.649 3.343 1.485
C 0.701 3.000 1.008
H 4.204 -0.823 -0.039
H 5.773 -0.167 0.668
H 5.123 0.387 -0.998
H 4.728 3.047 1.937
H 5.988 1.932 1.306
H 5.009 1.407 2.798
H 3.187 -0.316 2.204
H 1.825 0.473 1.167
H 2.628 1.366 2.510
H 3.275 3.295 0.391
H 4.341 2.590 -0.925
H 1.274 0.561 -2.416
H 3.009 0.163 -2.076
H 1.724 -0.198 -0.844
H 2.079 4.030 -2.039
H 3.330 2.968 -2.792
H 1.493 2.736 -3.153
H -0.323 1.985 -2.303
H -2.614 2.613 -1.504
H -4.148 1.903 0.125
H -4.990 2.717 1.507
H -4.004 1.404 3.122
H -2.415 1.146 2.307
H -3.555 -0.966 -0.153
H -2.120 -0.147 0.584
H -2.154 -2.039 2.426
H -3.513 -2.859 1.548
H -3.981 -4.308 0.169
H -3.194 -5.464 -0.992
H -5.176 -3.527 -3.367
H 1.566 -4.620 -1.805
H 2.171 -2.888 -0.131
H -0.839 3.719 2.531
H 1.599 3.105 1.664
Ag -6.407 -4.954 -1.507
*
```

Results
- frontier orbital gap (spin up / spin down) (eV) = 7.11 / 5.96
- HOMO (spin up / spin down) (Eh) = -0.5375 / -0.5409

Question: What is the formula in the second record?
Answer: C22H42N3O10S3